A structure of composition C14H42O26S3Y, computed with ωB97M-V/def2-TZVPD.

Geometry as XYZ:
```
86
Properties=species:S:1:pos:R:3
Y 6.11057 17.80781 11.62743
S 4.64616 20.02031 17.44174
O 5.46551 19.64488 18.57580
O 3.31179 19.59852 17.78618
O 4.66217 21.43753 17.22125
O 5.04566 19.34262 16.20026
S 0.70532 21.17261 12.43830
O 0.13284 20.35245 13.46848
O 0.90294 22.53900 12.82968
O 2.04210 20.70786 12.04405
O -0.21760 21.40274 11.35993
S 9.78682 21.44928 12.35851
O 10.84750 21.74877 11.38741
O 8.44311 21.45836 11.67445
O 9.62554 20.06980 12.81215
O 9.70017 22.42683 13.48168
C 9.19582 28.40277 8.39378
C 8.91224 29.80487 8.99145
O 7.75327 29.89248 9.82085
O 9.24729 27.52476 9.46409
H 10.05476 28.29688 7.73113
H 8.35480 28.20233 7.73000
H 8.83346 30.42413 8.09791
H 9.77931 30.10391 9.58038
H 7.68410 30.83912 9.96468
H 9.81595 26.77764 9.26405
C 10.10124 13.65832 12.06545
C 10.67023 14.34251 10.85628
O 9.57690 15.09670 10.17990
O 8.91952 14.30405 12.66914
H 10.74397 13.75891 12.94003
H 9.90106 12.59576 11.92766
H 11.15174 13.69298 10.12528
H 11.36543 15.14124 11.11482
H 10.02065 15.55343 9.46152
H 8.50071 13.59941 13.16882
C 2.27840 26.18604 7.90071
C 2.10099 27.53894 8.44758
O 1.73768 27.54299 9.80522
O 3.27556 25.41948 8.54173
H 2.55743 26.31303 6.85471
H 1.40322 25.53678 7.87555
H 1.25149 28.02344 7.96624
H 2.99593 28.14554 8.30904
H 0.88395 27.10446 9.82600
H 3.42057 24.52544 8.22350
C 13.05556 16.41179 17.92474
C 12.14880 17.67644 17.92556
O 11.60633 18.15103 19.18000
O 14.18079 16.59983 18.64499
H 13.36109 16.06522 16.93752
H 12.51107 15.58838 18.38694
H 11.21313 17.32956 17.48704
H 12.47714 18.45291 17.23463
H 10.69215 18.40766 19.03852
H 14.91483 16.75426 18.04589
C 10.96309 20.62939 4.68980
C 12.30854 19.97164 5.08433
O 12.19539 19.48755 6.45878
O 10.74086 21.79701 5.41713
H 10.19099 19.88154 4.87055
H 10.92462 20.73310 3.60543
H 13.03290 20.78333 5.15209
H 12.64052 19.17650 4.41675
H 12.19665 20.30969 6.95443
H 9.79674 21.80477 5.59088
C 17.14763 24.11722 9.20133
C 18.69278 24.67705 9.30748
O 19.35300 24.98855 10.53335
O 16.28293 24.74466 10.13860
H 17.14296 23.13072 9.66491
H 16.83554 24.15213 8.15755
H 18.76497 25.52790 8.63003
H 19.19357 23.90209 8.72719
H 18.79066 25.47361 11.14169
H 15.53401 24.17786 10.33719
C 18.10301 23.42009 17.31427
C 16.70064 23.08404 16.72071
O 15.57330 23.20651 17.59554
O 18.58265 22.35447 18.20882
H 18.02472 24.21610 18.05477
H 18.86450 23.80620 16.63666
H 16.83208 22.03632 16.45032
H 16.54028 23.49558 15.72420
H 14.78920 22.92857 17.11645
H 17.79331 22.01255 18.63503
```

## Properties
**Electronic energy**: -3747.00436 a.u.
**Molecular weight**: 811.57 g/mol
**Total charge**: -3
**Maximum force**: 4.3 eV/Å
**Frontier orbital gap**: 1.914 eV
**Highest occupied orbital energy**: 0.7 eV

Taken from the Löwdin analysis, the atomic charges in e are:
1 Y 1.004
2 S 0.114
3 O -0.385
4 O -0.276
5 O -0.267
6 O -0.325
7 S 0.098
8 O -0.354
9 O -0.254
10 O -0.348
11 O -0.330
12 S 0.160
13 O -0.453
14 O -0.449
15 O -0.446
16 O -0.420
17 C -0.275
18 C -0.254
19 O -0.046
20 O -0.031
21 H 0.114
22 H 0.107
23 H 0.102
24 H 0.110
25 H 0.075
26 H 0.098
27 C -0.216
28 C -0.196
29 O -0.126
30 O -0.114
31 H 0.111
32 H 0.107
33 H 0.107
34 H 0.117
35 H 0.071
36 H 0.071
37 C -0.285
38 C -0.276
39 O -0.047
40 O -0.040
41 H 0.106
42 H 0.122
43 H 0.112
44 H 0.126
45 H 0.089
46 H 0.094
47 C -0.293
48 C -0.208
49 O -0.076
50 O -0.056
51 H 0.118
52 H 0.112
53 H 0.112
54 H 0.116
55 H 0.086
56 H 0.088
57 C -0.288
58 C -0.209
59 O -0.081
60 O -0.037
61 H 0.117
62 H 0.102
63 H 0.108
64 H 0.110
65 H 0.079
66 H 0.100
67 C -0.205
68 C -0.220
69 O -0.067
70 O -0.087
71 H 0.108
72 H 0.107
73 H 0.092
74 H 0.098
75 H 0.082
76 H 0.092
77 C -0.195
78 C -0.241
79 O -0.057
80 O -0.106
81 H 0.102
82 H 0.111
83 H 0.108
84 H 0.113
85 H 0.095
86 H 0.069


A cluster of 7 separate species, C14H42O7 in total, computed with ωB97M-V/def2-TZVPD.

Geometry as XYZ:
```
63
Properties=species:S:1:pos:R:3
C -8.32537 -15.03954 1.65579
C -9.24606 -15.28521 2.83171
O -10.57529 -15.07977 2.36202
H -8.28424 -13.96940 1.44388
H -8.74575 -15.53005 0.77864
H -7.31529 -15.38177 1.87119
H -9.01475 -14.61168 3.66400
H -9.11410 -16.31075 3.20563
H -11.18770 -15.16711 3.09910
C -5.67933 -12.06502 0.79439
C -6.38891 -11.00328 1.61713
O -6.68369 -11.50586 2.91442
H -4.71947 -12.32756 1.24491
H -5.45397 -11.68764 -0.21070
H -6.27098 -12.97040 0.67104
H -7.34089 -10.72625 1.16658
H -5.74645 -10.11763 1.67672
H -5.83632 -11.69156 3.35375
C -8.97045 -12.89630 -1.31253
C -9.41069 -13.87168 -2.38565
O -9.41304 -15.22418 -1.95957
H -9.00787 -11.89599 -1.75298
H -7.92884 -13.06266 -1.03675
H -9.61680 -12.94041 -0.43785
H -8.74094 -13.81191 -3.24258
H -10.41148 -13.58657 -2.73501
H -10.13870 -15.34577 -1.33861
C -3.65369 -12.19627 6.37652
C -4.16366 -11.13485 5.44211
O -4.20175 -11.56839 4.08587
H -2.62816 -12.48272 6.12597
H -4.27005 -13.09578 6.34905
H -3.63890 -11.82330 7.40357
H -3.53983 -10.23717 5.52922
H -5.18183 -10.84989 5.71134
H -3.32645 -11.91230 3.85163
C -6.85307 -9.55359 -2.28780
C -7.04270 -8.59495 -3.45531
O -7.32003 -9.28649 -4.66995
H -6.86088 -9.06461 -1.31395
H -5.93291 -10.12001 -2.42185
H -7.68932 -10.25648 -2.29477
H -6.13373 -8.02133 -3.63754
H -7.82896 -7.86128 -3.24829
H -8.20102 -9.66360 -4.59275
C -2.51545 -14.53952 3.24645
C -1.63744 -13.56789 2.51310
O -1.62316 -12.32635 3.23008
H -2.17349 -14.67139 4.27568
H -2.48718 -15.51435 2.76124
H -3.54560 -14.18323 3.28183
H -2.01832 -13.41741 1.49513
H -0.61848 -13.95441 2.41124
H -1.12013 -11.68693 2.71922
C -8.15620 -8.28401 3.65624
C -7.94440 -9.04689 4.95151
O -8.41401 -10.37694 4.87536
H -7.67145 -7.30604 3.71572
H -9.21895 -8.14788 3.46617
H -7.70201 -8.82583 2.82537
H -8.50561 -8.56649 5.75829
H -6.88708 -9.01147 5.24750
H -7.82874 -10.86506 4.27611
```

## Properties
**Electronic energy**: -1085.22006 a.u.
**Molecular weight**: 322.48 g/mol
**Maximum force**: 0.6 eV/Å
**Frontier orbital gap**: 9.979 eV
**Highest occupied orbital energy**: -9.6 eV

Taken from the Löwdin analysis, the atomic charges in e are:
1 C -0.085
2 C -0.321
3 O -0.086
4 H 0.053
5 H 0.067
6 H 0.077
7 H 0.111
8 H 0.108
9 H 0.080
10 C -0.071
11 C -0.303
12 O -0.108
13 H 0.063
14 H 0.068
15 H 0.052
16 H 0.109
17 H 0.113
18 H 0.046
19 C -0.088
20 C -0.323
21 O -0.080
22 H 0.054
23 H 0.063
24 H 0.077
25 H 0.112
26 H 0.110
27 H 0.080
28 C -0.084
29 C -0.291
30 O -0.111
31 H 0.071
32 H 0.081
33 H 0.078
34 H 0.117
35 H 0.108
36 H 0.040
37 C -0.086
38 C -0.321
39 O -0.080
40 H 0.073
41 H 0.074
42 H 0.047
43 H 0.109
44 H 0.108
45 H 0.077
46 C -0.082
47 C -0.301
48 O -0.091
49 H 0.082
50 H 0.082
51 H 0.071
52 H 0.113
53 H 0.113
54 H 0.100
55 C -0.081
56 C -0.335
57 O -0.091
58 H 0.073
59 H 0.074
60 H 0.050
61 H 0.108
62 H 0.097
63 H 0.035


A cluster of 7 separate species, C14H42O7 in total, computed with ωB97M-V/def2-TZVPD.

Geometry as XYZ:
```
63
Properties=species:S:1:pos:R:3
C 2.03302 -1.04001 0.32066
C 0.74330 -0.30516 0.77712
O -0.05732 -0.16109 -0.36691
H 2.83735 -0.70128 0.97367
H 2.26348 -0.73385 -0.69977
H 1.95345 -2.12553 0.37907
H 1.05738 0.65651 1.18290
H 0.22007 -0.72288 1.63726
H -0.77129 0.42706 -0.11012
C -4.30081 1.94859 0.66691
C -3.07313 1.17139 0.04014
O -1.85987 1.47712 0.70903
H -4.13631 3.00818 0.47127
H -4.53077 1.69164 1.70094
H -5.16919 1.55462 0.13888
H -3.07230 1.38117 -1.02949
H -3.21302 0.10301 0.20478
H -1.85129 1.11002 1.59603
C -0.96738 3.08855 3.35240
C -0.66250 1.74158 3.89937
O -1.52437 0.86497 3.34726
H -0.66990 3.19685 2.30939
H -0.24829 3.77348 3.80171
H -1.98012 3.48010 3.44803
H -0.71225 1.69308 4.98716
H 0.38708 1.49371 3.74122
H -1.30682 0.14961 3.94937
C -1.34652 -3.32724 1.20944
C -1.00573 -4.74160 0.58715
O 0.24748 -4.73707 0.11040
H -1.27121 -2.59218 0.40812
H -0.72637 -3.10192 2.07706
H -2.40547 -3.38118 1.46207
H -1.70711 -4.96064 -0.21798
H -1.14647 -5.57614 1.27406
H 0.22762 -3.93323 -0.41404
C 6.65045 -1.09954 0.22212
C 5.81970 0.06526 -0.40588
O 6.05535 -0.20857 -1.83194
H 6.90427 -0.91080 1.26522
H 7.64560 -1.20162 -0.21070
H 6.03017 -1.99037 0.12319
H 6.20523 1.02156 -0.05239
H 4.81337 -0.04206 -0.00108
H 5.37023 -0.70995 -2.28007
C -0.60274 -3.39766 -3.65525
C -0.06330 -2.07605 -2.96132
O 0.36034 -2.46055 -1.62018
H 0.10265 -3.69046 -4.43294
H -1.64190 -3.29964 -3.96934
H -0.60313 -4.18060 -2.89689
H -0.87762 -1.35181 -2.93991
H 0.68178 -1.50244 -3.51264
H 0.57184 -1.67152 -1.11591
C -1.94527 4.31501 -2.89146
C -1.76197 4.20364 -1.39773
O -0.73330 3.32099 -1.04900
H -1.02928 4.51535 -3.44729
H -2.63446 5.08091 -3.24714
H -2.24725 3.33708 -3.26635
H -2.73824 3.93928 -0.99140
H -1.65457 5.25539 -1.13241
H -0.93238 2.86892 -0.22583
```

## Properties
**Electronic energy**: -1085.13897 a.u.
**Molecular weight**: 322.48 g/mol
**Maximum force**: 3.3 eV/Å
**Frontier orbital gap**: 9.674 eV
**Highest occupied orbital energy**: -9.4 eV

Taken from the Löwdin analysis, the atomic charges in e are:
1 C -0.059
2 C -0.294
3 O -0.091
4 H 0.067
5 H 0.086
6 H 0.076
7 H 0.106
8 H 0.097
9 H 0.032
10 C -0.053
11 C -0.248
12 O -0.135
13 H 0.059
14 H 0.070
15 H 0.069
16 H 0.119
17 H 0.115
18 H 0.052
19 C -0.071
20 C -0.379
21 O -0.055
22 H 0.069
23 H 0.083
24 H 0.091
25 H 0.121
26 H 0.118
27 H 0.113
28 C -0.061
29 C -0.364
30 O -0.064
31 H 0.051
32 H 0.069
33 H 0.063
34 H 0.101
35 H 0.108
36 H 0.029
37 C -0.101
38 C -0.250
39 O -0.101
40 H 0.060
41 H 0.069
42 H 0.069
43 H 0.102
44 H 0.074
45 H 0.074
46 C -0.052
47 C -0.235
48 O -0.138
49 H 0.064
50 H 0.064
51 H 0.060
52 H 0.094
53 H 0.104
54 H 0.000
55 C -0.097
56 C -0.348
57 O -0.049
58 H 0.074
59 H 0.075
60 H 0.068
61 H 0.089
62 H 0.104
63 H 0.037